67
Properties=species:S:1:pos:R:3:forces:R:3:lowdin_charge:R:1 method="wB97M-V/def2-TZVPD" lumo_energy_ev="3.37 / 3.37" e_homo_ev="-0.820 / -0.567" gap_ev="4.20 / 3.93" spin_multiplicity=1 total_charge=-2
W -0.329 -0.560 0.067 -3.0 -1.4 -6.6 1.759
I 4.667 -1.401 -0.329 0.3 -0.1 -0.1 0.896
Cl 3.497 -0.011 -5.779 0.2 0.1 -0.5 0.634
S -0.092 -2.753 -1.683 -0.2 0.2 1.3 0.217
S -1.926 -3.578 -1.369 -0.3 -0.4 0.0 -0.055
S -2.166 -3.754 0.674 0.3 -0.6 -0.2 -0.093
S 1.266 1.958 1.183 1.9 1.6 0.6 0.527
S -2.023 2.236 0.537 -1.4 1.3 -1.3 0.547
S -2.370 -1.859 1.405 0.6 0.3 -0.5 0.168
O 1.641 -4.164 0.760 0.1 1.6 1.7 0.093
O 2.165 1.017 1.798 0.0 0.1 0.5 -0.289
O 1.649 -0.753 -0.309 -0.6 -0.3 0.5 -0.329
O -1.805 0.756 0.562 -0.7 0.5 0.7 -0.557
O -1.494 2.874 -0.642 0.2 0.0 0.6 -0.278
O -3.432 2.522 0.729 0.4 -0.4 0.5 -0.310
O 1.916 3.180 0.760 -0.5 -0.3 -0.2 -0.271
O 0.460 1.358 0.094 0.7 0.8 0.3 -0.454
O -0.119 -0.160 2.044 1.9 -2.6 1.4 -0.202
N -0.021 0.168 -2.001 0.7 -0.1 0.5 -0.089
N 0.503 -2.185 1.235 -0.2 2.3 2.1 -0.070
N -2.307 -0.782 -1.356 1.0 -0.8 0.4 -0.185
N -3.425 -0.144 -3.307 0.0 0.6 -0.5 -0.151
C -1.055 0.620 -2.897 -1.3 -0.7 0.6 -0.244
C 1.631 -1.558 3.138 2.3 -1.3 1.7 -0.067
C -3.884 -0.790 -4.510 0.2 0.0 0.2 -0.086
C -2.147 -0.537 -2.769 1.6 0.7 -0.5 -0.349
C -1.569 4.020 4.102 0.2 0.0 -0.1 -0.083
C 2.194 -2.790 2.686 0.2 1.7 1.8 -0.061
C 0.645 -1.217 2.187 -2.3 -0.3 -1.7 -0.420
C 2.135 -0.497 -1.502 0.0 0.3 -1.4 -0.449
C -1.229 2.850 2.028 -0.3 -0.3 -0.1 -0.203
C 3.131 -1.525 4.975 0.7 -0.7 0.2 -0.075
C 3.874 -0.569 -3.188 0.2 0.0 -0.1 -0.209
C 2.961 -0.145 -4.132 -0.3 -0.1 0.6 -0.629
C 1.629 0.144 -3.821 0.3 -0.2 0.6 -0.186
C -0.250 3.759 4.457 -0.2 -0.1 -0.1 -0.086
C -2.054 3.552 2.894 -0.1 0.1 0.1 -0.054
C -4.267 -0.044 -2.199 0.1 -0.3 0.6 -0.091
C 1.482 -3.177 1.469 -0.6 -1.8 -3.0 -0.390
C -0.625 0.832 -4.309 0.4 -0.1 0.1 -0.021
C 0.083 2.589 2.379 0.2 0.0 -0.3 -0.224
C 0.613 0.578 -4.744 -0.6 0.3 -0.3 -0.060
C 1.219 -0.016 -2.483 0.3 -0.3 0.7 -0.217
C -3.586 -0.395 -1.084 -0.5 0.5 0.2 -0.220
C 3.438 -0.730 -1.875 -0.2 -0.1 0.5 -0.629
C 3.249 -3.355 3.382 -0.4 -0.2 -0.5 -0.009
C 3.703 -2.727 4.528 -0.1 0.7 0.4 -0.075
C 2.102 -0.926 4.290 -0.8 0.0 -1.0 0.010
C 0.567 3.042 3.599 0.1 -0.1 0.0 -0.059
H -3.212 -0.539 -5.330 0.0 0.0 -0.1 0.068
H -4.883 -0.430 -4.754 0.0 0.0 0.0 0.074
H 1.596 2.837 3.854 0.1 0.0 0.0 0.114
H 4.892 -0.798 -3.461 0.0 0.0 0.0 0.076
H 0.127 4.131 5.399 0.1 0.0 0.1 0.094
H -3.074 3.715 2.581 -0.1 0.0 0.1 0.104
H -1.395 1.191 -4.977 -0.1 0.0 -0.1 0.100
H -2.210 4.584 4.767 0.0 0.0 0.0 0.094
H 3.711 -4.265 3.028 0.0 -0.1 -0.1 0.118
H -3.904 -1.884 -4.409 -0.1 -0.2 0.0 0.081
H 4.522 -3.159 5.090 0.0 0.0 0.0 0.095
H 1.659 0.006 4.609 0.0 0.1 0.0 0.119
H 0.881 0.706 -5.784 0.0 0.1 -0.1 0.074
H -1.718 -1.410 -3.290 -0.2 0.0 0.1 0.096
H 3.521 -1.060 5.873 0.0 0.0 0.0 0.098
H -3.966 -0.417 -0.081 0.0 0.1 0.1 0.056
H -1.523 1.530 -2.486 0.0 -0.2 -0.2 0.130
H -5.273 0.307 -2.306 -0.3 0.0 0.1 0.091

12
Properties=species:S:1:pos:R:3:forces:R:3:lowdin_charge:R:1 method="wB97M-V/def2-TZVPD" lumo_energy_ev=0.40 e_homo_ev=-10.025 smiles="O=C=CC=O.C" relative_energy_ev=1.586 gap_ev=10.43 spin_multiplicity=1
O 2.364 -1.474 -2.025 -0.3 -0.1 0.2 0.037
O -1.589 -1.244 0.226 0.9 0.3 -0.5 0.218
C 1.311 -1.629 -1.450 0.2 0.0 -0.1 -0.304
C -0.621 -0.875 -0.293 -0.7 -0.4 0.3 -0.205
C 0.509 -0.537 -0.901 0.0 -0.1 0.0 -0.047
C -0.737 1.581 1.336 0.0 0.1 0.0 -0.045
H 0.876 -2.637 -1.287 0.1 0.0 -0.1 0.127
H -0.314 2.585 1.385 -0.1 -0.1 0.1 0.029
H 0.828 0.498 -0.953 -0.1 -0.2 0.0 0.125
H -1.441 1.528 0.500 0.1 0.0 0.1 0.029
H -1.263 1.337 2.260 0.0 0.1 -0.1 0.033
H 0.077 0.867 1.201 -0.1 0.2 0.1 0.003

9
Properties=species:S:1:pos:R:3:forces:R:3:lowdin_charge:R:1 method="wB97M-V/def2-TZVPD" lumo_energy_ev=-1.92 e_homo_ev=-9.175 relative_energy_ev=5.292 gap_ev=7.26 spin_multiplicity=1
I -3.111 0.764 -1.040 -0.5 0.3 -0.8 0.338
I -3.409 -0.530 2.640 2.0 0.7 -1.6 1.494
P -1.506 -0.764 -0.038 0.7 0.8 0.5 0.358
O -1.686 -0.093 1.450 -2.1 -0.4 2.3 -1.034
O -3.004 -2.254 2.801 -0.3 -0.9 0.4 -0.919
C 0.021 0.288 -0.098 0.9 1.9 -0.3 -0.401
H 0.556 0.069 0.861 0.0 -0.5 -1.0 0.031
H 0.690 0.137 -1.041 -1.2 0.5 1.8 0.065
H -0.272 1.421 0.153 0.5 -2.4 -1.3 0.068

84
Properties=species:S:1:pos:R:3:forces:R:3:mulliken_spin:R:1 method="wB97M-V/def2-TZVPD" s_squared=8.788 lumo_energy_ev="-4.51 / -7.58" e_homo_ev="-13.002 / -13.897" relative_energy_ev=0.568 gap_ev="8.49 / 6.32" spin_multiplicity=6 total_charge=+2
Ir -0.216 -0.934 -0.653 -0.4 -0.6 0.0 2.642
Br 2.433 0.121 -0.426 0.2 0.2 0.1 0.130
Cl -0.768 -2.267 -3.071 0.0 0.0 -0.1 0.208
S -0.856 -0.013 1.642 0.2 0.2 -0.2 0.194
P -0.021 -4.018 1.353 -0.1 0.0 0.0 0.031
O -0.344 1.328 -1.093 0.1 0.0 -0.2 0.269
O -0.217 -2.933 0.310 0.1 -0.1 -0.1 0.256
N 0.928 -3.476 2.564 0.3 0.2 0.2 -0.006
N -3.111 -1.276 0.684 -0.1 -0.2 -0.4 -0.007
N -4.595 -0.986 2.266 0.4 0.2 0.0 0.004
N -3.381 -0.414 2.565 -0.4 0.2 0.6 0.012
N -2.494 -1.655 -0.502 -0.1 0.1 -0.1 0.118
N 0.521 -5.357 0.582 0.3 -0.2 -0.2 0.004
N -1.400 -4.522 2.084 -0.3 0.0 0.0 0.004
C 2.959 2.769 -1.182 0.1 0.3 0.0 0.018
C 1.963 1.884 -0.955 -0.3 -0.2 0.0 0.074
C -2.306 3.146 -0.952 -0.1 0.0 0.0 -0.018
C 3.701 6.144 -0.639 0.0 0.0 0.0 0.041
C -1.534 4.859 -2.581 0.0 0.0 0.0 0.023
C -5.426 -2.279 0.323 0.0 0.0 0.0 0.001
C 1.264 4.472 -1.527 0.1 0.1 0.0 0.059
C -1.960 -3.839 3.251 0.0 -0.1 -0.1 0.002
C -4.422 -1.516 1.105 0.2 -0.1 -0.2 -0.006
C -2.456 -0.566 1.633 -0.1 -0.1 -0.1 0.002
C 0.220 3.615 -1.291 0.0 0.0 0.0 0.087
C -1.209 4.181 -1.238 0.1 -0.1 0.0 0.027
C 1.764 -2.282 2.461 0.1 -0.2 0.1 0.018
C 3.689 5.146 -1.814 0.0 0.0 0.0 0.046
C 0.548 -6.687 1.209 0.0 0.1 -0.1 0.001
C -2.404 -5.236 1.291 0.0 0.0 0.1 -0.002
C 1.550 -5.185 -0.455 0.0 -0.1 0.1 -0.002
C 2.625 4.105 -1.524 0.0 -0.1 0.0 0.022
C 1.315 -4.391 3.645 0.0 0.1 0.0 0.001
C 0.667 -1.325 -2.707 0.0 0.3 0.5 0.457
C -1.253 5.225 -0.101 0.0 0.0 0.0 0.018
C 5.081 4.528 -1.960 0.0 0.0 0.0 0.013
C 3.336 5.889 -3.116 0.0 0.0 0.0 0.027
C 0.553 2.209 -1.101 0.0 0.0 0.0 0.259
H 3.992 2.459 -1.097 -0.1 0.1 0.0 -0.001
H 1.523 -6.903 1.653 0.0 0.0 0.0 0.000
H -2.343 -4.569 3.965 0.0 0.0 0.0 0.000
H 1.288 -3.863 4.600 0.0 0.0 0.0 0.000
H -2.128 2.605 -0.017 0.0 0.1 -0.1 0.005
H 5.108 3.760 -2.739 0.0 0.1 0.0 -0.002
H 3.231 5.196 -3.956 0.0 0.0 0.1 -0.002
H -2.407 2.419 -1.760 0.0 0.1 0.1 0.001
H -2.366 -2.664 -0.523 0.1 -0.1 0.0 -0.009
H 2.727 6.621 -0.502 0.1 0.0 0.0 -0.004
H -0.995 4.773 0.860 0.0 0.0 -0.1 -0.002
H 0.626 -5.232 3.709 0.0 0.0 0.0 0.000
H -1.207 -3.231 3.743 0.0 0.0 0.0 -0.001
H 2.413 6.466 -3.027 0.1 0.0 0.0 0.000
H -0.858 5.686 -2.805 0.0 0.0 0.0 0.000
H -0.213 -6.769 1.981 0.0 0.0 0.0 0.000
H 0.348 -7.446 0.452 0.0 0.0 0.0 0.000
H 5.440 4.096 -1.022 0.0 0.0 -0.1 -0.001
H -2.265 5.631 -0.026 0.1 0.0 0.0 0.001
H 0.735 -0.432 -3.318 0.0 -0.1 0.0 -0.005
H 1.556 -1.939 -2.668 0.0 -0.1 -0.1 -0.009
H -3.267 0.077 3.437 0.0 0.0 0.1 0.002
H -5.259 -3.353 0.421 0.0 0.0 0.0 -0.001
H -0.573 6.060 -0.279 0.0 0.0 0.0 0.001
H -6.418 -2.051 0.708 0.0 0.0 0.0 0.000
H 1.530 -4.171 -0.848 0.0 0.0 0.0 0.000
H -3.251 3.684 -0.857 0.0 0.0 0.0 0.000
H 5.788 5.308 -2.245 0.0 0.0 0.0 0.000
H 1.584 -1.608 3.301 0.0 0.0 0.0 0.003
H -2.548 5.262 -2.545 0.1 0.0 0.0 0.001
H 1.366 -5.873 -1.280 0.0 0.0 0.0 0.000
H -5.394 -2.018 -0.735 0.0 0.0 0.0 -0.001
H -2.797 -3.192 2.958 0.0 0.0 0.0 0.000
H 3.980 5.652 0.296 0.0 0.0 -0.1 -0.002
H -2.799 -6.088 1.846 0.0 0.0 0.0 0.000
H 2.326 -4.778 3.497 0.0 0.0 0.0 0.000
H -1.975 -5.604 0.361 0.0 0.0 0.0 0.000
H 1.028 5.510 -1.716 0.0 0.0 0.0 0.008
H 1.548 -1.746 1.545 0.0 0.0 0.0 -0.009
H 4.434 6.927 -0.845 0.0 0.0 0.0 0.004
H 2.824 -2.556 2.463 0.0 0.0 0.0 0.000
H -3.250 -4.574 1.057 0.1 0.0 0.0 0.001
H -3.030 -1.338 -1.303 -0.1 0.0 0.0 -0.001
H -1.482 4.143 -3.406 0.0 0.0 0.1 -0.004
H 4.138 6.589 -3.354 0.0 0.0 0.0 0.001
H 2.551 -5.390 -0.061 -0.1 0.0 0.0 0.000

14
Properties=species:S:1:pos:R:3:forces:R:3:lowdin_charge:R:1 method="wB97M-V/def2-TZVPD" lumo_energy_ev=0.51 e_homo_ev=-9.845 smiles="CNC(N)=O.O" relative_energy_ev=0.425 gap_ev=10.35 spin_multiplicity=1
O -0.561 -1.366 -1.387 0.2 0.0 -0.1 0.051
O -1.016 2.176 2.130 0.6 0.2 0.1 -0.066
N -0.581 -1.368 0.870 0.7 0.1 0.1 0.156
N 0.728 0.194 -0.258 0.3 -0.7 -0.5 -0.016
C -0.134 -0.920 -0.343 -0.8 0.5 0.2 -0.624
C 1.319 0.567 -1.560 -0.2 0.5 1.0 -0.082
H -1.363 -1.992 0.886 0.0 -0.1 0.0 0.103
H -0.211 1.655 2.024 -0.2 -0.2 -0.2 0.006
H -0.278 -0.927 1.717 -0.2 0.0 0.1 0.086
H 0.503 0.577 -2.267 0.2 -0.3 -0.4 0.079
H 2.146 -0.092 -1.801 -0.1 -0.2 -0.5 0.081
H -0.642 3.066 2.146 -0.4 0.1 0.0 0.036
H 1.438 0.043 0.445 0.0 0.1 0.1 0.114
H 1.703 1.583 -1.490 0.0 0.1 0.1 0.074

14
Properties=species:S:1:pos:R:3:forces:R:3:mulliken_spin:R:1 method="wB97M-V/def2-TZVPD" s_squared=16.204 lumo_energy_ev="-10.04 / -12.46" e_homo_ev="-18.794 / -18.296" relative_energy_ev=0.641 gap_ev="8.76 / 5.84" spin_multiplicity=8 total_charge=+2
Gd 2.006 -0.069 0.631 -0.3 -0.1 -0.5 6.549
O 1.617 -1.851 -0.371 0.9 1.2 0.0 0.103
O 1.301 2.576 0.435 -1.5 -1.6 0.5 0.018
C -0.938 0.217 -0.332 0.4 -2.2 -1.3 0.126
C -0.647 -1.129 -0.248 -1.2 0.8 3.6 0.061
C 0.359 -2.061 -0.851 -1.8 1.7 -2.1 0.097
C 0.222 2.410 1.025 2.2 1.7 -0.3 0.016
H -0.625 3.096 0.816 0.1 -0.6 0.2 0.002
H 0.236 1.713 1.891 -0.8 0.0 -0.1 0.010
H -1.174 -1.625 0.579 -0.3 0.0 -0.2 -0.032
H -0.717 0.719 -1.281 0.1 0.4 0.4 -0.013
H -1.719 0.573 0.345 0.4 0.2 -0.2 0.005
H 0.038 -1.453 -1.855 1.7 -2.1 0.2 0.053
H 0.042 -3.115 -0.783 0.1 0.6 -0.3 0.005

103
Properties=species:S:1:pos:R:3:forces:R:3:lowdin_charge:R:1 method="wB97M-V/def2-TZVPD" lumo_energy_ev=-2.21 e_homo_ev=-10.021 relative_energy_ev=0.773 gap_ev=7.81 spin_multiplicity=1 total_charge=+1
O -36.092 -35.948 -5.057 -1.5 1.2 -1.2 0.014
O -23.401 -32.863 2.934 -2.7 -0.7 0.1 0.023
O -31.320 -31.263 -4.748 -1.1 4.2 0.4 0.020
O -35.831 -26.595 2.918 -0.9 -2.5 -5.3 0.061
O -24.563 -28.039 1.089 1.1 -1.6 -0.3 0.025
O -27.649 -36.446 1.663 0.2 1.0 2.4 -0.024
O -26.573 -26.030 1.067 0.9 -0.3 -0.2 -0.029
O -30.225 -28.806 -2.160 -0.7 -1.0 2.4 0.016
O -34.454 -32.002 1.911 5.4 8.6 -9.5 0.100
O -23.855 -31.941 -2.930 0.5 -1.7 -0.2 0.091
O -29.987 -36.633 -5.413 1.7 0.7 0.8 0.070
O -33.939 -36.250 0.168 0.8 -2.1 0.1 -0.049
N -29.099 -32.623 -0.348 0.9 2.2 -0.8 -0.043
N -31.167 -32.398 -1.104 2.0 -1.4 2.1 -0.086
C -29.399 -28.028 -1.370 -0.9 -4.1 2.8 -0.318
C -35.980 -28.989 3.465 1.1 -1.8 -2.8 0.039
C -24.092 -35.035 1.991 -2.6 0.3 -1.2 0.007
C -29.767 -33.566 0.294 -6.0 0.8 -2.8 0.022
C -35.591 -30.337 3.108 -1.7 2.9 1.0 -0.023
C -34.344 -28.201 1.827 -0.8 -5.8 0.5 0.037
C -29.454 -34.392 -5.371 -2.1 2.5 1.4 0.007
C -24.888 -29.869 -2.009 1.0 -1.5 -1.1 -0.013
C -26.520 -35.636 2.034 -0.6 1.0 -1.4 -0.269
C -25.701 -33.473 3.152 2.0 -4.9 -4.0 0.019
C -23.595 -30.170 0.360 -2.9 -1.3 -8.4 0.019
C -35.310 -35.127 -1.508 1.0 -1.9 -1.8 -0.019
C -23.346 -31.236 -0.687 -0.8 2.6 2.3 0.057
C -25.251 -35.919 1.610 3.4 1.2 1.4 -0.001
C -30.435 -35.375 -5.185 0.8 0.5 -0.5 -0.375
C -29.769 -33.016 -5.073 0.8 -2.6 -1.0 -0.020
C -32.403 -31.799 -1.608 2.3 -1.2 1.0 0.074
C -34.658 -30.642 2.143 0.3 0.1 0.8 -0.311
C -29.955 -31.893 -1.150 2.7 -1.1 0.6 -0.021
C -27.518 -26.689 0.255 -0.2 1.3 0.3 -0.321
C -26.690 -34.376 2.762 1.0 -0.5 -0.4 -0.030
C -24.972 -28.850 -1.044 -2.1 1.2 -5.7 -0.080
C -35.699 -36.035 -3.761 0.8 -1.4 0.5 -0.379
C -34.337 -37.312 -2.028 -3.3 2.4 -3.8 0.031
C -24.395 -33.819 2.587 0.6 1.4 2.5 -0.266
C -24.008 -31.061 -1.979 -0.7 3.3 5.6 -0.334
C -24.369 -29.031 0.090 1.4 0.8 5.2 -0.349
C -28.560 -27.159 -1.925 2.8 3.8 0.6 -0.026
C -29.310 -28.463 0.031 4.0 5.8 -1.5 0.068
C -35.020 -37.219 -3.432 1.2 2.0 4.8 0.044
C -32.131 -33.552 -4.657 4.9 -1.5 -0.4 0.032
C -31.143 -33.472 -0.212 3.7 0.8 1.0 0.064
C -35.856 -35.040 -2.790 -0.1 1.7 -0.1 -0.041
C -31.068 -32.545 -4.785 0.2 -4.5 -1.0 -0.388
C -27.597 -26.426 -1.139 -2.7 -2.2 1.7 0.019
C -27.610 -32.390 -0.147 1.5 0.1 -1.6 -0.109
C -35.383 -27.916 2.700 -0.6 -1.3 1.7 -0.279
C -27.175 -31.190 0.767 2.1 -1.3 -3.8 -0.034
C -31.701 -35.004 -4.819 -5.5 2.4 0.5 0.010
C -28.316 -27.627 0.882 -3.6 -3.4 -3.7 0.052
C -34.500 -36.261 -1.131 -0.3 -0.1 0.2 -0.308
C -33.926 -29.625 1.492 -2.7 0.3 1.9 0.051
H -28.001 -36.752 0.819 1.4 0.7 -0.3 0.101
H -32.747 -35.671 -4.793 3.5 1.1 0.1 0.161
H -33.290 -30.172 0.796 0.6 1.7 -0.3 0.076
H -30.619 -37.210 -5.754 -1.9 -1.4 -0.7 0.077
H -30.311 -28.635 -3.070 0.3 1.1 -1.6 0.075
H -33.112 -33.304 -4.326 -0.6 0.1 -0.2 0.076
H -34.994 -38.043 -4.082 0.2 -0.8 -0.8 0.086
H -28.478 -34.609 -5.746 0.4 -0.4 0.0 0.109
H -28.747 -26.813 -2.927 0.2 -0.2 -0.4 0.119
H -32.757 -31.459 -0.669 -1.6 0.8 0.1 0.073
H -22.650 -32.025 -0.211 -1.2 0.9 -1.9 0.124
H -29.496 -31.188 -1.803 -0.6 0.7 -0.4 0.146
H -34.755 -32.529 2.463 -4.7 -7.1 8.4 -0.041
H -27.606 -33.938 2.964 -2.4 -0.3 0.4 0.077
H -32.048 -31.069 -2.291 -0.6 0.7 -0.9 0.084
H -27.510 -30.370 0.195 -0.6 1.6 0.2 0.024
H -30.805 -30.574 -5.257 -0.4 -2.1 0.6 0.158
H -36.227 -31.107 3.509 0.1 -0.4 0.3 0.110
H -25.527 -29.705 -2.878 0.4 -0.2 -0.3 0.096
H -24.852 -36.807 1.140 -0.9 -0.3 -0.3 0.107
H -25.918 -32.564 3.576 -0.3 1.9 1.1 0.088
H -36.343 -34.044 -3.091 0.6 -1.7 0.5 0.141
H -33.500 -37.150 0.497 -1.7 2.8 -1.7 0.172
H -29.919 -29.203 0.428 -1.0 -1.1 0.7 0.067
H -27.091 -32.268 -1.233 -1.3 -0.5 2.6 0.170
H -33.890 -38.217 -1.785 0.9 -1.4 0.5 0.072
H -23.127 -30.161 1.187 3.3 -0.5 6.0 0.034
H -26.572 -25.162 1.541 -1.1 -1.0 -1.2 0.152
H -36.779 -35.257 -5.325 1.4 -1.3 1.2 0.153
H -32.789 -32.715 -1.966 -1.9 -0.1 -1.0 0.084
H -22.622 -33.047 2.460 1.7 -0.4 -0.9 0.059
H -26.017 -31.080 0.714 -2.0 -0.6 0.4 0.111
H -24.196 -31.577 -3.716 -0.6 0.5 -1.8 0.092
H -28.869 -32.433 -5.258 -0.6 0.9 0.2 0.102
H -27.570 -31.332 1.705 -0.7 0.2 2.3 0.045
H -35.539 -26.383 3.723 1.6 1.7 5.1 0.027
H -33.881 -27.439 1.393 1.9 3.1 -2.0 0.055
H -29.397 -34.216 0.993 1.1 -1.4 1.5 0.091
H -35.419 -34.247 -0.959 0.0 0.9 1.5 0.084
H -28.330 -27.977 1.883 0.6 0.5 0.9 0.101
H -25.420 -27.803 -1.367 0.6 -2.6 0.9 0.160
H -27.113 -25.565 -1.464 1.0 1.1 -1.0 0.100
H -23.081 -35.182 1.551 -0.9 -0.2 0.6 0.121
H -25.271 -27.424 0.858 0.1 0.0 -0.1 0.038
H -36.888 -28.948 4.061 0.4 0.7 0.1 0.112
H -27.255 -33.302 0.355 -0.1 0.0 -0.7 0.094
H -32.021 -33.945 0.150 -0.6 -0.4 0.0 0.111

| no. | total energy (Ha) |
| --- | --- |
| 1 | -5150.0977 |
| 2 | -306.4480 |
| 3 | -1126.9989 |
| 4 | -5353.3561 |
| 5 | -341.0148 |
| 6 | -1071.9481 |
| 7 | -2640.3764 |